Computed, not measured: C34H41F4N6O2PdSSi2 as an isolated structure, with ωB97M-V/def2-TZVPD.

Geometry as XYZ:
```
91
Properties=species:S:1:pos:R:3:forces:R:3:lowdin_charge:R:1
Pd 0.32333 1.51760 -0.68891 0.7 0.3 -0.6 0.913
C 2.72245 2.22963 1.68653 -0.6 0.2 0.1 -0.171
Si 1.07836 3.17514 1.96248 0.0 0.2 -0.2 0.552
C -0.07917 2.31175 3.20465 0.5 0.3 -0.5 -0.177
C 1.45859 4.95994 2.52370 -0.1 -0.8 -0.1 -0.158
C 0.20282 3.35772 0.26208 -0.8 -0.6 0.7 -0.398
C 1.17485 3.76754 -0.73267 0.8 0.9 -0.2 -0.419
C 1.46129 5.03114 -1.25171 0.0 -0.1 -0.1 -0.004
C 2.49503 5.15339 -2.15847 0.0 -0.2 0.1 -0.029
C 3.19749 4.01693 -2.55528 -0.1 -0.1 0.1 -0.041
C 2.82669 2.78742 -2.04437 0.3 0.1 -0.3 -0.094
N 1.85599 2.67640 -1.14191 0.4 0.9 -0.1 -0.048
Si -1.59219 3.96825 -0.03310 0.1 0.1 -0.2 0.541
C -1.80293 3.80527 -1.93898 0.0 -0.1 0.7 -0.170
C -1.83913 5.78138 0.50936 0.1 -0.7 -0.2 -0.169
C -2.85502 2.92269 0.95354 0.5 0.3 -0.3 -0.177
H 3.20361 1.99020 2.62875 0.1 0.0 0.3 0.026
H 3.43591 2.81387 1.11085 0.0 0.2 -0.1 0.032
H 2.53822 1.30069 1.14672 0.0 0.0 0.1 -0.014
H 0.49040 1.83141 3.99293 0.2 -0.1 0.2 0.021
H -0.68687 1.55280 2.72443 -0.1 -0.1 -0.1 -0.017
H -0.74000 3.02730 3.68171 -0.2 0.2 0.0 0.035
H 1.98009 4.95712 3.47465 0.1 0.0 0.2 0.029
H 0.54692 5.53327 2.65603 -0.2 0.1 0.0 0.019
H 2.08461 5.48709 1.80982 0.1 0.0 -0.2 0.027
H 0.88176 5.88368 -0.93594 0.0 0.1 0.1 0.111
H 2.76712 6.12244 -2.55115 0.0 0.1 0.0 0.117
H 4.01399 4.08661 -3.25551 0.1 0.0 0.0 0.109
H 3.34549 1.88209 -2.33724 -0.1 0.0 0.0 0.117
H -1.29151 4.61107 -2.46241 0.1 0.1 0.0 0.028
H -2.84891 3.85532 -2.22628 -0.2 0.1 0.0 0.027
H -1.40600 2.85550 -2.32128 -0.1 0.2 0.1 0.006
H -1.14217 6.47915 0.06096 0.2 0.1 -0.1 0.016
H -1.76483 5.88441 1.58727 0.0 0.0 0.2 0.022
H -2.83769 6.09941 0.22560 -0.2 0.1 -0.1 0.032
H -2.44420 1.98274 1.30610 0.1 -0.1 0.0 -0.009
H -3.71754 2.69049 0.33665 -0.2 0.0 -0.2 0.026
H -3.21694 3.47395 1.81532 0.0 0.2 0.2 0.030
O 0.51899 0.23471 -2.53165 -0.1 -0.2 0.2 -0.059
C 1.08782 -0.87647 -2.50408 0.2 0.5 0.3 -0.448
C 2.08650 -1.15866 -1.41405 0.2 0.0 0.0 -0.113
C 3.21076 -2.13268 -1.74820 -0.1 -0.1 0.1 -0.174
C 2.77786 -3.59357 -1.63399 -0.1 0.1 -0.1 -0.188
C 1.40920 -3.85046 -2.26602 0.2 -0.1 -0.2 -0.174
C 1.23025 -3.14480 -3.60825 0.2 -0.3 0.2 -0.153
N 0.79516 -1.76491 -3.44697 -0.4 -0.1 -0.6 0.104
H 1.51448 -1.50721 -0.54770 0.1 0.2 0.0 0.092
H 2.50306 -0.17823 -1.13213 -0.3 -0.3 0.0 0.106
H 4.03676 -1.95609 -1.05808 0.1 0.1 -0.1 0.117
H 3.57827 -1.92535 -2.75422 0.1 0.0 0.0 0.117
H 2.72960 -3.88177 -0.58104 0.1 0.0 0.0 0.101
H 3.52966 -4.22308 -2.11320 0.0 -0.1 0.1 0.117
H 0.61484 -3.51426 -1.59874 -0.1 -0.1 0.0 0.092
H 1.28821 -4.92401 -2.41008 -0.1 0.0 0.0 0.117
H 0.45384 -3.65283 -4.18609 0.1 0.1 0.0 0.126
H 2.15678 -3.18643 -4.19227 -0.1 -0.1 0.0 0.128
H 0.12919 -1.43390 -4.13418 0.1 0.1 0.1 0.158
O 0.75361 -0.27757 1.06487 -0.2 -0.3 0.3 -0.628
S 0.61782 -0.86137 2.44040 1.0 -0.7 -0.1 0.977
C 2.35225 -1.00311 3.06663 -0.5 -0.1 0.3 -0.297
C 2.43407 -2.36535 3.72632 0.0 -0.1 0.0 -0.233
C 1.80782 -3.33939 2.73247 0.1 0.0 0.1 -0.223
C 0.50410 -2.70641 2.27046 0.0 0.2 0.3 -0.302
H 2.55301 -0.17905 3.74278 0.0 0.1 0.0 0.083
H 3.00140 -0.93032 2.19648 -0.1 0.1 -0.2 0.098
H 1.85889 -2.36362 4.65585 0.1 0.0 0.1 0.121
H 3.46570 -2.63498 3.95580 0.0 0.1 0.1 0.122
H 1.61791 -4.31068 3.18599 0.0 -0.1 0.0 0.120
H 2.48600 -3.48979 1.89015 0.0 0.0 0.0 0.104
H -0.32472 -3.00748 2.90736 -0.1 0.0 0.0 0.088
H 0.26020 -2.93962 1.24282 -0.1 0.2 -0.1 0.053
F -5.62350 -2.14718 -1.89196 0.5 -0.3 0.4 0.149
C -4.63753 -2.71753 -1.19415 -1.5 -1.5 0.1 -0.118
C -4.88254 -3.89202 -0.51271 -1.0 1.4 -1.4 -0.110
F -6.10155 -4.42273 -0.58655 0.5 0.3 0.1 0.150
C -3.90214 -4.52230 0.29806 -0.6 -2.3 1.5 -0.009
C -2.61968 -3.92478 0.26619 1.7 1.4 -0.3 -0.108
C -2.38735 -2.75385 -0.40807 1.3 -1.3 1.4 -0.105
F -1.12665 -2.25543 -0.42576 -0.9 -0.4 0.0 0.091
C -3.38959 -2.06983 -1.12072 0.5 2.8 -1.2 -0.002
C -3.12306 -0.77159 -1.66638 -1.3 -3.2 0.6 -0.102
C -2.13781 -0.00166 -1.11175 2.4 2.1 2.0 -0.088
N -1.39872 0.68524 -0.52512 -2.3 -1.7 -1.2 0.112
C -3.82210 -0.19105 -2.73670 -0.6 0.2 -0.4 -0.161
N -4.31095 0.30575 -3.64869 -0.1 0.1 -0.2 0.228
F -1.58859 -4.52277 0.88442 -0.7 0.3 -0.4 0.120
C -4.17984 -5.65206 1.10370 0.5 2.3 -1.7 -0.098
C -5.39619 -6.34418 1.04931 -1.0 -0.4 -0.1 -0.160
N -6.37204 -6.95016 1.02165 0.0 -0.1 0.0 0.246
C -3.27901 -6.12688 2.06648 0.9 -0.4 0.7 -0.163
N -2.58036 -6.50908 2.89636 -0.1 0.0 -0.1 0.236
```
Positions in Å, forces in eV/Å.

E ... -3303.43510 a.u.
Largest force on an atom ... 3.77 eV/Å
Charge ... +1
Relative energy (zero: lowest compared OMol25 entry of this formula, charge and spin) ... 25.85 kcal per mole